{
  "formula": "C13H28O4Sb",
  "method": "wB97M-V/def2-TZVPD",
  "charge": -1,
  "homo_ev": -3.6,
  "largest_force_ha_per_bohr": 0.0450,
  "orbital_gap_ha": 0.236,
  "symbols": ["C", "C", "O", "C", "O", "C", "C", "C", "Sb", "C", "C", "C", "C", "C", "O", "C", "C", "O", "H", "H", "H", "H", "H", "H", "H", "H", "H", "H", "H", "H", "H", "H", "H", "H", "H", "H", "H", "H", "H", "H", "H", "H", "H", "H", "H", "H"],
  "positions_angstrom": [[7.0730, -2.7900, 0.2136], [6.6086, -1.6006, -0.6032], [6.0063, -0.6762, 0.2984], [5.3340, 0.3440, -0.2909], [5.2407, 0.4585, -1.4990], [4.6935, 1.2517, 0.7113], [3.2032, 0.9111, 0.8708], [2.2824, 1.4704, -0.2018], [0.3018, 1.9903, 0.7220], [-0.8839, 1.1354, -0.9687], [-2.0446, 0.3064, -0.4012], [-3.4489, 0.8870, -0.6750], [-4.3012, 0.0210, -1.6099], [-5.1736, -0.9553, -0.8701], [-6.2341, -0.2057, -0.2124], [-7.2016, -1.0342, 0.2793], [-6.9796, -1.4928, 1.6956], [-8.1722, -1.3818, -0.3898], [6.3291, -2.9616, 0.9870], [8.0071, -2.5746, 0.7184], [7.1313, -3.6886, -0.3869], [7.4441, -1.1096, -1.0956], [5.9193, -1.9024, -1.3828], [5.1807, 1.0964, 1.6726], [4.8488, 2.2847, 0.4274], [2.8842, 1.2773, 1.8487], [3.0934, -0.1695, 0.9204], [2.0922, 0.7396, -0.9831], [2.7076, 2.3493, -0.6808], [0.3505, 0.3732, 1.5001], [1.1731, 2.7147, 2.0932], [0.2760, 3.5839, -0.0853], [-1.2373, 2.3070, 1.5422], [-1.2692, 1.9919, -1.5131], [-0.2716, 0.5171, -1.6172], [-2.0063, -0.7023, -0.8136], [-1.9396, 0.1945, 0.6796], [-3.9771, 1.0104, 0.2674], [-3.3563, 1.8764, -1.1097], [-4.9721, 0.6524, -2.1895], [-3.6622, -0.5102, -2.3091], [-4.6133, -1.4830, -0.0998], [-5.6449, -1.6500, -1.5613], [-6.6862, -0.6727, 2.3385], [-7.8969, -1.9266, 2.0700], [-6.2084, -2.2571, 1.6933]],
  "atomic_forces_ev_per_a": [[-0.45, 0.38, 0.26], [0.37, -0.31, -0.03], [-0.17, 0.15, -0.17], [-0.23, 0.44, -1.00], [0.31, -0.23, 0.92], [0.19, -0.49, 0.51], [-0.22, 0.20, -0.30], [-0.12, -0.09, 0.21], [0.25, 0.16, -0.34], [-0.41, -0.34, 0.57], [-0.19, 0.19, -0.18], [0.19, -0.29, -0.08], [-0.10, 0.54, 0.28], [-0.11, 0.21, -0.09], [-0.26, -0.46, 0.04], [-1.57, -0.48, -1.07], [-0.40, 0.09, -0.19], [1.86, 0.75, 1.15], [-0.11, -0.16, 0.10], [0.26, -0.13, 0.00], [0.27, -0.13, -0.16], [0.10, 0.10, -0.15], [-0.33, 0.07, -0.02], [0.17, -0.02, 0.06], [-0.13, 0.20, -0.24], [0.03, 0.14, 0.19], [0.03, -0.21, 0.07], [-0.03, -0.12, -0.15], [0.01, 0.25, 0.03], [-0.04, -0.12, 0.04], [0.09, -0.08, 0.05], [-0.01, 0.08, -0.05], [-0.13, 0.02, 0.00], [0.09, 0.17, -0.23], [0.29, 0.09, -0.15], [-0.01, -0.23, 0.03], [0.17, -0.04, 0.20], [-0.18, 0.12, 0.10], [0.07, 0.21, 0.00], [-0.10, 0.02, -0.20], [0.09, -0.17, -0.13], [0.14, -0.22, 0.03], [-0.04, -0.23, -0.02], [0.26, 0.15, 0.01], [-0.14, -0.16, 0.04], [0.24, -0.02, 0.07]]
}

{
  "formula": "C13H28O6PS",
  "method": "wB97M-V/def2-TZVPD",
  "charge": 1,
  "homo_ev": -12.0,
  "largest_force_ha_per_bohr": 0.0463,
  "orbital_gap_ha": 0.288,
  "symbols": ["C", "C", "C", "S", "P", "C", "C", "H", "H", "H", "H", "H", "H", "H", "H", "H", "H", "H", "H", "C", "C", "O", "C", "O", "O", "C", "H", "H", "H", "H", "H", "H", "H", "H", "C", "C", "O", "C", "O", "O", "C", "H", "H", "H", "H", "H", "H", "H", "H"],
  "positions_angstrom": [[-3.1762, 4.4333, 0.0838], [-4.2604, 3.6051, 0.1730], [-4.2164, 2.2021, -0.4207], [-5.7320, 1.2503, -0.0893], [-7.5338, 2.3168, -0.6605], [-8.5461, 2.7489, 0.8204], [-7.1448, 3.8004, -1.6868], [-2.5957, 4.6747, 0.9732], [-2.8196, 4.8759, -0.8450], [-5.2213, 3.8908, 0.6038], [-3.3977, 1.6765, 0.0688], [-3.9632, 2.2017, -1.4896], [-5.7523, 1.1938, 1.2727], [-8.8486, 3.7966, 0.8076], [-9.4534, 2.1507, 0.7699], [-8.0696, 2.5278, 1.7768], [-6.0852, 4.0363, -1.7851], [-7.6329, 4.6832, -1.2697], [-7.5809, 3.6297, -2.6675], [-1.9127, -1.1458, -2.1964], [-1.0160, -0.0628, -1.6319], [-0.4676, -0.4519, -0.3699], [0.5861, -1.2798, -0.4391], [1.0911, -1.6891, -1.4505], [0.9619, -1.5690, 0.8021], [2.0473, -2.5015, 0.8840], [-2.6734, -1.4323, -1.4666], [-2.4069, -0.8009, -3.1059], [-1.3413, -2.0411, -2.4354], [-1.6002, 0.8394, -1.4425], [-0.2252, 0.2041, -2.3322], [2.8906, -2.1782, 0.2782], [1.7133, -3.4909, 0.5751], [2.3617, -2.5476, 1.9223], [9.3192, -2.2660, 2.4908], [7.9571, -2.8442, 2.8096], [6.9392, -2.2846, 1.9639], [6.8648, -2.8079, 0.7401], [7.5486, -3.6945, 0.3013], [5.8986, -2.1652, 0.0748], [5.7567, -2.5846, -1.2854], [9.2891, -1.1762, 2.5283], [10.0619, -2.6233, 3.2039], [9.6406, -2.5486, 1.4888], [7.6723, -2.5862, 3.8282], [7.9564, -3.9312, 2.7350], [5.6432, -3.6644, -1.3557], [6.6142, -2.2557, -1.8704], [4.8593, -2.1146, -1.6804]],
  "atomic_forces_ev_per_a": [[-0.17, 0.05, 0.16], [-0.01, -0.35, -0.52], [-0.04, 1.63, -0.83], [0.68, -0.35, -0.04], [-1.94, -0.64, -1.23], [0.47, 0.27, 0.32], [0.30, 0.39, 0.64], [-1.19, 1.75, 0.29], [1.13, -1.68, -0.38], [0.70, -0.51, 1.94], [-0.24, -0.30, 0.12], [-0.40, -0.41, -0.09], [0.14, 0.45, -0.26], [0.23, 0.06, -0.01], [0.09, -0.13, -0.16], [0.09, 0.12, -0.04], [0.00, -0.08, -0.04], [0.06, -0.05, 0.17], [0.11, -0.24, -0.02], [0.00, -0.15, 0.06], [-0.24, -0.07, -0.37], [-0.01, 0.20, 0.05], [0.08, -0.13, 0.11], [-0.07, 0.08, 0.01], [-0.04, 0.08, -0.05], [0.29, -0.25, 0.12], [-0.04, 0.08, -0.01], [0.02, 0.01, 0.00], [0.05, 0.06, -0.06], [0.11, 0.02, 0.21], [0.10, -0.11, 0.08], [-0.07, 0.00, -0.08], [0.02, 0.04, -0.13], [-0.18, 0.17, 0.05], [0.00, 0.10, -0.27], [0.39, -0.09, 0.31], [-0.16, -0.08, -0.01], [0.12, 0.12, 0.08], [-0.08, 0.02, 0.00], [-0.09, -0.08, -0.03], [-0.13, -0.01, -0.28], [-0.01, -0.01, 0.13], [-0.03, 0.00, 0.02], [-0.01, -0.10, 0.03], [-0.19, 0.11, -0.09], [-0.05, 0.02, -0.18], [0.14, -0.01, 0.05], [0.05, -0.12, 0.02], [-0.01, 0.12, 0.19]]
}

{
  "formula": "C13H29AuI2O3SSi",
  "method": "wB97M-V/def2-TZVPD",
  "homo_ev": -7.8,
  "largest_force_ha_per_bohr": 0.0643,
  "de_lowest_kcal_mol": 0.0,
  "orbital_gap_ha": 0.227,
  "symbols": ["Au", "I", "C", "I", "H", "H", "C", "C", "C", "C", "O", "Si", "S", "O", "C", "C", "C", "C", "O", "C", "C", "C", "C", "H", "H", "H", "H", "H", "H", "H", "H", "H", "H", "H", "H", "H", "H", "H", "H", "H", "H", "H", "H", "H", "H", "H", "H", "H", "H", "H"],
  "positions_angstrom": [[-2.4393, -13.9254, 3.6689], [3.2211, -11.6866, 4.3840], [1.1588, -11.6859, 3.7724], [0.0958, -13.6565, 3.3411], [1.2599, -11.1451, 2.8304], [0.5691, -11.2003, 4.5210], [-8.0571, -13.4867, 4.6602], [-7.6881, -14.5141, 3.6018], [-6.8225, -13.9574, 2.4068], [-8.9340, -15.2911, 3.1652], [-6.9086, -15.5373, 4.3925], [-5.3899, -16.0231, 4.3662], [-4.3626, -14.1762, 4.9466], [-4.9557, -17.2162, 5.3700], [-4.8369, -17.5577, 6.7318], [-3.8066, -16.6959, 7.4165], [-6.1830, -17.5047, 7.4071], [-4.2323, -18.9339, 6.6571], [-5.0532, -16.6124, 2.9456], [-4.0726, -17.3820, 2.2063], [-4.8101, -18.5947, 1.6217], [-2.8779, -17.7724, 3.1255], [-3.7012, -16.4931, 1.0747], [-8.7637, -12.8960, 4.2043], [-7.1391, -12.8467, 4.8801], [-8.3977, -13.9029, 5.6783], [-7.5667, -13.6808, 1.5688], [-6.1128, -14.6884, 1.9985], [-6.1708, -13.1681, 2.7333], [-9.7238, -14.7360, 2.6860], [-9.4921, -15.6692, 4.0967], [-8.5874, -16.1596, 2.6082], [-4.2585, -15.7019, 7.5254], [-2.8915, -16.6622, 6.7967], [-3.5938, -17.0247, 8.4249], [-6.7243, -16.5989, 7.1701], [-5.9485, -17.5591, 8.5152], [-6.8449, -18.3225, 7.1384], [-3.1234, -18.9147, 6.4223], [-4.6458, -19.4025, 5.8273], [-4.4082, -19.4915, 7.5864], [-5.2716, -19.0270, 2.4878], [-4.1573, -19.3493, 1.1363], [-5.6637, -18.2338, 1.0525], [-3.1024, -18.5333, 3.9654], [-2.4800, -16.8259, 3.5344], [-2.0835, -18.0893, 2.3929], [-4.5981, -16.2753, 0.5621], [-2.9451, -16.7987, 0.4126], [-3.5302, -15.5421, 1.6214]],
  "atomic_forces_ev_per_a": [[-0.74, 0.21, 0.89], [-0.73, -0.50, 0.03], [0.41, -0.54, -0.78], [1.80, 0.83, -0.06], [-0.72, -0.27, 0.19], [-0.27, 0.18, 0.23], [2.79, -0.36, 1.74], [1.03, -1.35, 1.14], [-1.88, -0.60, -0.52], [-0.29, -0.92, 1.88], [-1.46, 0.22, -0.54], [1.27, 1.46, 1.37], [0.16, -0.43, -0.68], [-0.52, 0.42, -0.52], [0.83, -0.37, -0.33], [-0.40, 1.45, -0.22], [0.40, -0.37, 1.65], [1.56, -0.31, 1.26], [0.47, -1.01, -2.21], [-0.35, -1.19, 0.88], [0.10, 0.01, 1.15], [0.17, -0.12, -0.71], [-0.18, 2.17, 1.97], [-1.96, 1.77, -0.57], [-1.14, -0.75, -0.22], [0.30, 0.30, -1.90], [1.36, -0.02, 1.24], [-0.62, -0.25, 0.13], [-0.16, 0.76, 0.09], [0.21, 0.50, -0.76], [1.15, 0.31, -1.10], [-0.37, 0.00, -0.28], [0.55, 0.14, -0.12], [-0.44, 0.18, 0.44], [0.16, -0.43, 0.16], [0.10, 0.45, 0.09], [-0.73, 0.10, -1.07], [0.11, -0.29, -0.08], [-1.14, 0.22, 0.56], [-1.09, -1.33, -1.25], [0.17, -0.05, -0.28], [-0.23, -0.88, 0.48], [-0.46, 0.69, 0.03], [0.28, -0.13, -0.60], [0.34, 1.28, -1.62], [-0.23, -0.43, 0.28], [-0.56, -0.32, 0.99], [-0.99, 0.04, -0.98], [1.12, -0.43, -0.62], [0.83, -0.04, -0.83]]
}

{
  "formula": "C13H29BBrNO5",
  "method": "wB97M-V/def2-TZVPD",
  "homo_ev": -9.3,
  "largest_force_ha_per_bohr": 0.0073,
  "orbital_gap_ha": 0.342,
  "symbols": ["C", "C", "C", "Br", "B", "C", "C", "O", "C", "O", "C", "C", "O", "C", "N", "H", "H", "H", "H", "H", "H", "H", "H", "H", "H", "H", "H", "H", "H", "H", "H", "H", "H", "H", "C", "O", "C", "C", "O", "C", "H", "H", "H", "H", "H", "H", "H", "H", "H", "H"],
  "positions_angstrom": [[0.6435, 1.7527, -5.2535], [-0.4925, 1.6759, -4.2368], [-0.1235, 2.1280, -2.8302], [1.4310, 1.1234, -2.1672], [-1.3255, 1.9788, -1.7917], [-2.0861, 0.6041, -1.5913], [-1.2386, -0.6075, -1.2607], [-2.1138, -1.7026, -0.9143], [-1.4776, -2.8015, -0.4832], [-2.0134, -3.8532, -0.3403], [-1.8932, 3.2639, -1.0828], [-1.4357, 3.4850, 0.3840], [-2.2632, 2.7584, 1.2827], [0.0314, 3.1766, 0.6545], [0.9363, 4.0757, -0.0538], [1.2537, 0.8515, -5.2339], [1.3005, 2.6011, -5.0508], [0.2496, 1.8693, -6.2624], [-1.3120, 2.3278, -4.5638], [-0.8971, 0.6612, -4.1961], [0.2262, 3.1593, -2.8654], [-2.8667, 0.7062, -0.8337], [-2.6141, 0.4116, -2.5366], [-0.5741, -0.4099, -0.4137], [-0.6177, -0.9065, -2.1049], [-0.4154, -2.6154, -0.2364], [-2.9818, 3.1773, -1.0129], [-1.6882, 4.1643, -1.6726], [-1.6027, 4.5339, 0.6397], [-2.0372, 1.8224, 1.2389], [0.1823, 3.2515, 1.7343], [0.2376, 2.1320, 0.3776], [1.5977, 3.5826, -0.6365], [0.4458, 4.7570, -0.6166], [2.6251, -3.6515, 5.0410], [1.9053, -4.5242, 4.1929], [0.5653, -4.1242, 3.9637], [0.4010, -3.4663, 2.6125], [1.0993, -2.2306, 2.5548], [2.3086, -2.2573, 1.8292], [3.6569, -3.9980, 5.0559], [2.5959, -2.6202, 4.6798], [2.2294, -3.6793, 6.0623], [0.2319, -3.4367, 4.7484], [-0.0647, -5.0173, 4.0033], [-0.6591, -3.2520, 2.4468], [0.7376, -4.1465, 1.8233], [2.1294, -2.3288, 0.7492], [2.9549, -3.0852, 2.1334], [2.8180, -1.3166, 2.0340]],
  "atomic_forces_ev_per_a": [[0.01, 0.02, -0.03], [-0.01, -0.03, -0.04], [-0.31, 0.12, -0.02], [0.12, -0.01, 0.10], [-0.03, -0.06, 0.01], [0.20, 0.01, 0.14], [-0.02, -0.02, 0.09], [0.04, -0.02, -0.22], [0.17, 0.29, 0.17], [-0.18, -0.26, 0.05], [-0.04, 0.10, -0.10], [-0.03, -0.13, 0.01], [0.02, -0.03, 0.02], [-0.01, 0.00, -0.09], [0.05, 0.03, 0.03], [0.05, 0.02, 0.04], [-0.05, 0.02, -0.01], [0.00, -0.05, -0.02], [-0.02, -0.03, 0.06], [-0.01, 0.02, -0.06], [0.14, -0.04, 0.01], [0.01, 0.00, 0.02], [-0.04, 0.02, 0.02], [-0.02, -0.01, -0.01], [0.00, 0.01, -0.01], [-0.01, -0.05, -0.08], [-0.02, 0.07, -0.04], [0.12, -0.01, 0.06], [-0.09, 0.00, 0.01], [0.03, 0.02, 0.00], [0.03, 0.01, 0.00], [-0.02, 0.01, 0.02], [-0.04, 0.00, -0.02], [0.02, -0.03, -0.01], [0.01, -0.01, 0.00], [0.01, 0.01, -0.03], [0.02, -0.05, 0.02], [-0.03, 0.09, 0.00], [-0.09, 0.06, -0.02], [0.07, 0.00, -0.01], [0.00, -0.01, 0.01], [0.00, 0.00, 0.00], [-0.01, 0.01, 0.00], [-0.01, -0.01, -0.01], [0.01, 0.00, 0.00], [0.00, -0.06, 0.00], [0.02, 0.02, -0.01], [-0.01, -0.04, 0.00], [-0.03, -0.01, 0.02], [0.02, 0.00, -0.04]]
}

LUMO values, unit eV, following the record order: 2.78, -4.14, -1.64, -0.03.